(1)
ORCA calculation (the ωB97M-V functional and the def2-TZVPD basis) on a structure of composition C36H66I2N2O13P2S.

Results
Total charge: 0
Frontier orbital gap, eV: 6.06
2S+1: 1
HOMO level, eV: -8.31

Last column: Löwdin charge in e.
Cartesian coordinates (Å):
C  2.03  0.32  4.27  -0.164
C  1.51  -1.23  4.31  -0.659
I  0.81  -1.96  6.29  0.667
C  1.52  -2.16  3.10  -0.536
I  0.71  -4.19  3.57  0.799
C  2.04  -1.69  1.62  -0.302
C  3.52  -0.92  1.50  -0.105
C  4.62  -1.83  2.33  -0.159
C  5.94  -2.26  1.40  -0.398
C  6.88  -0.98  0.98  -0.118
C  5.54  -3.23  0.13  -0.117
N  2.31  -2.94  0.82  0.040
C  1.53  -3.11  -0.46  -0.205
O  1.17  -4.20  -1.14  -0.015
C  1.21  -1.50  -0.78  -0.180
S  0.23  -1.03  -2.29  0.760
C  1.34  -0.05  -3.49  -0.154
O  -1.00  -0.13  -2.04  -0.395
O  -0.21  -2.29  -3.09  -0.390
C  0.78  -1.05  0.73  -0.308
O  -0.36  -1.65  1.43  -0.196
C  -1.52  -1.90  0.58  -0.142
C  -2.61  -2.74  1.54  -0.156
N  -2.69  -4.14  0.97  -0.120
C  -2.99  -5.19  2.02  -0.186
C  -2.57  -6.66  1.34  -0.357
C  -1.04  -6.66  0.71  -0.087
O  -2.81  -7.72  2.32  -0.123
C  0.58  0.57  0.67  -0.046
C  1.50  1.63  -0.20  -0.016
C  1.19  3.27  -0.23  -0.038
C  -0.09  3.94  0.60  -0.066
C  -1.00  2.90  1.49  -0.058
C  -0.68  1.26  1.52  0.018
H  1.92  0.86  3.24  0.067
H  1.55  0.93  5.17  0.083
H  3.19  0.29  4.52  0.090
H  3.52  0.17  1.92  0.105
H  3.92  -0.86  0.40  0.104
H  4.18  -2.88  2.70  0.113
H  4.98  -1.27  3.32  0.121
H  6.60  -2.94  2.12  0.136
H  7.36  -0.55  1.98  0.089
H  7.79  -1.42  0.35  0.091
H  6.27  -0.17  0.40  0.079
H  4.76  -4.08  0.45  0.082
H  5.17  -2.59  -0.79  0.080
H  6.52  -3.82  -0.23  0.090
H  2.71  -3.77  1.29  0.091
H  2.27  -0.99  -1.01  0.137
H  1.79  0.89  -2.93  0.055
H  2.15  -0.77  -3.94  0.090
H  0.60  0.39  -4.31  0.108
H  -2.05  -0.90  0.25  0.124
H  -1.32  -2.58  -0.36  0.137
H  -2.27  -2.70  2.67  0.124
H  -3.65  -2.20  1.38  0.115
H  -3.34  -4.21  0.15  0.126
H  -2.37  -4.95  2.99  0.089
H  -4.16  -5.17  2.19  0.132
H  -3.30  -6.80  0.43  0.147
H  -0.39  -5.80  1.18  0.008
H  -1.02  -6.48  -0.46  0.092
H  -0.49  -7.68  0.96  0.090
H  -2.27  -7.56  3.16  0.108
H  2.41  1.25  -0.85  0.076
H  1.86  4.00  -0.90  0.065
H  -0.36  5.09  0.56  0.088
H  -1.93  3.32  2.09  0.086
H  -1.45  0.63  2.18  0.109
O  5.89  4.11  -3.21  -0.240
P  5.38  5.19  -4.19  0.775
O  3.94  4.42  -4.50  -0.238
C  2.91  4.58  -3.53  -0.317
C  2.41  6.01  -3.49  -0.083
O  6.28  4.57  -5.45  -0.286
C  7.41  3.74  -5.23  -0.287
C  7.01  2.27  -5.22  -0.073
O  4.80  6.40  -5.28  -0.255
C  5.13  6.44  -6.67  -0.288
C  4.45  5.36  -7.49  -0.071
H  3.28  4.27  -2.55  0.086
H  2.09  3.91  -3.82  0.119
H  3.19  6.69  -3.13  0.071
H  1.55  6.10  -2.81  0.075
H  2.11  6.35  -4.48  0.084
H  7.94  4.03  -4.32  0.105
H  8.11  3.92  -6.05  0.119
H  6.18  2.06  -4.53  0.072
H  7.86  1.65  -4.93  0.079
H  6.68  1.97  -6.21  0.076
H  6.22  6.43  -6.79  0.113
H  4.80  7.41  -7.04  0.120
H  4.64  4.34  -7.12  0.067
H  4.79  5.40  -8.53  0.083
H  3.37  5.49  -7.47  0.078
O  -6.91  -1.88  2.22  -0.243
P  -7.90  -0.75  1.85  0.774
O  -6.87  0.48  2.26  -0.239
C  -5.89  0.82  1.29  -0.302
C  -6.51  1.43  0.05  -0.085
O  -8.70  -0.90  3.31  -0.286
C  -8.62  -2.08  4.09  -0.288
C  -7.49  -1.99  5.10  -0.072
O  -9.02  0.51  1.44  -0.255
C  -10.02  1.00  2.33  -0.289
C  -9.47  1.84  3.47  -0.072
H  -5.30  -0.06  1.03  0.096
H  -5.21  1.55  1.75  0.117
H  -7.13  0.70  -0.48  0.068
H  -5.73  1.78  -0.64  0.081
H  -7.16  2.28  0.31  0.081
H  -8.54  -2.97  3.46  0.105
H  -9.57  -2.18  4.63  0.118
H  -6.54  -1.71  4.63  0.074
H  -7.36  -2.94  5.62  0.079
H  -7.71  -1.21  5.84  0.075
H  -10.64  0.17  2.68  0.113
H  -10.69  1.63  1.72  0.119
H  -8.71  1.32  4.06  0.067
H  -10.28  2.13  4.14  0.081
H  -8.99  2.74  3.08  0.078

(2)
ORCA calculation (the ωB97M-V functional and the def2-TZVPD basis) on a cluster of 12 separate species, C36H66N6O24 in total.

Results
Total charge: 0
Frontier orbital gap, eV: 9.45
ΔE to the lowest compared entry with this formula, charge and spin, kcal per mole: 0.0
2S+1: 1
SMILES string: O=C1OCCO1.O=C1OCCO1.O=C1OCCO1.O=C1OCCO1.O=C1OCCO1.O=C1OCCO1.CNC(C)=O.CNC(C)=O.CNC(C)=O.CNC(C)=O.CNC(C)=O.CNC(C)=O
HOMO level, eV: -9.00

Last column: Löwdin charge in e.
Cartesian coordinates (Å):
O  -4.33  -2.50  -0.86  0.169
C  -4.08  -2.72  -1.98  -0.559
O  -2.76  -2.99  -2.27  0.015
C  -2.56  -3.21  -3.69  -0.103
C  -3.82  -2.64  -4.26  -0.070
O  -4.81  -2.63  -3.11  0.074
H  -1.62  -2.73  -3.97  0.103
H  -2.51  -4.30  -3.75  0.137
H  -4.08  -3.28  -5.11  0.137
H  -3.71  -1.61  -4.50  0.077
O  -4.98  1.05  -0.85  0.127
C  -5.60  0.21  -0.26  -0.581
O  -6.87  -0.09  -0.61  0.058
C  -7.40  -1.04  0.41  -0.068
C  -6.14  -1.40  1.21  -0.140
O  -5.11  -0.56  0.72  0.028
H  -8.23  -0.53  1.03  0.143
H  -7.89  -1.92  -0.06  0.130
H  -5.88  -2.50  1.07  0.138
H  -6.22  -1.20  2.31  0.139
O  -0.32  3.43  -2.08  0.115
C  0.79  2.96  -2.14  -0.536
O  1.88  3.28  -1.37  0.039
C  3.03  2.64  -1.95  -0.088
C  2.39  1.62  -2.95  -0.124
O  1.10  2.12  -3.14  0.068
H  3.70  3.38  -2.44  0.144
H  3.53  2.12  -1.15  0.080
H  2.38  0.57  -2.52  0.121
H  2.96  1.57  -3.86  0.118
O  3.71  -3.35  2.73  0.122
C  3.29  -2.43  3.37  -0.630
O  2.10  -1.91  3.21  0.074
C  1.87  -0.80  4.11  -0.078
C  3.21  -0.70  4.82  -0.110
O  3.99  -1.74  4.27  0.070
H  1.68  0.14  3.61  0.106
H  1.01  -0.99  4.78  0.122
H  3.17  -0.92  5.89  0.133
H  3.78  0.22  4.64  0.111
O  1.39  0.48  0.32  0.153
C  0.32  -0.02  0.19  -0.504
O  -0.17  -0.98  1.07  0.020
C  -1.39  -1.50  0.43  -0.111
C  -1.87  -0.32  -0.32  -0.090
O  -0.59  0.24  -0.83  0.022
H  -1.08  -2.28  -0.28  0.116
H  -2.00  -1.96  1.22  0.151
H  -2.34  0.33  0.45  0.131
H  -2.45  -0.54  -1.20  0.103
O  5.02  0.66  -2.64  0.080
C  4.99  -0.05  -1.64  -0.637
O  5.66  -1.16  -1.58  0.066
C  5.47  -1.77  -0.27  -0.049
C  4.33  -0.92  0.37  -0.004
O  4.28  0.30  -0.58  0.021
H  5.18  -2.82  -0.39  0.130
H  6.40  -1.57  0.29  0.136
H  4.54  -0.56  1.40  0.124
H  3.39  -1.38  0.25  0.082
C  -1.03  3.53  1.18  -0.027
N  -2.51  3.61  0.91  0.052
C  -3.37  4.15  1.77  -0.547
C  -4.84  4.12  1.42  0.001
O  -3.05  4.44  2.95  -0.020
H  -0.69  4.53  1.51  0.100
H  -0.56  3.22  0.26  0.048
H  -0.73  2.78  1.94  0.068
H  -2.79  3.21  -0.01  0.140
H  -5.17  4.07  0.38  0.073
H  -5.41  4.82  2.05  0.086
H  -5.19  3.17  1.83  0.078
C  -0.58  3.70  5.90  -0.053
N  -1.27  2.95  4.88  0.015
C  -1.08  1.65  4.67  -0.498
C  -1.91  0.97  3.51  0.022
O  -0.23  0.93  5.20  -0.001
H  -1.47  4.27  6.33  0.116
H  0.10  4.45  5.51  0.073
H  -0.04  2.99  6.51  0.077
H  -1.94  3.41  4.32  0.072
H  -2.60  1.55  2.92  0.058
H  -2.46  0.16  3.90  0.062
H  -1.15  0.55  2.88  0.052
C  4.38  -2.00  -4.33  -0.033
N  2.89  -1.93  -4.11  0.028
C  2.20  -2.19  -2.93  -0.490
C  0.71  -1.87  -2.96  0.016
O  2.80  -2.50  -1.90  0.033
H  4.85  -1.02  -4.23  0.070
H  4.58  -2.42  -5.29  0.071
H  4.78  -2.63  -3.58  0.062
H  2.29  -1.71  -4.89  0.119
H  0.22  -2.48  -2.23  0.068
H  0.22  -1.93  -3.97  0.085
H  0.56  -0.80  -2.64  0.092
C  -3.52  3.40  -2.84  -0.098
N  -2.87  2.18  -3.14  0.040
C  -3.41  1.04  -3.58  -0.544
C  -4.87  1.10  -3.91  0.000
O  -2.77  0.00  -3.72  0.004
H  -2.73  4.08  -2.43  0.086
H  -4.29  3.28  -2.10  0.053
H  -3.96  3.91  -3.76  0.112
H  -1.87  2.19  -3.04  0.109
H  -5.39  2.04  -3.72  0.073
H  -5.37  0.18  -3.47  0.097
H  -4.95  0.82  -4.99  0.102
C  6.09  2.26  1.57  -0.082
N  4.83  2.88  1.31  0.010
C  3.75  2.61  2.13  -0.494
C  2.47  3.44  1.98  0.022
O  3.85  1.73  2.98  0.025
H  5.88  1.24  1.87  0.064
H  6.61  2.71  2.38  0.075
H  6.72  2.14  0.63  0.114
H  4.72  3.62  0.68  0.110
H  2.77  4.43  1.60  0.093
H  1.99  3.41  2.95  0.084
H  1.93  2.92  1.19  0.055
C  0.61  -4.68  1.25  -0.069
N  1.86  -5.33  0.98  0.021
C  2.05  -5.88  -0.23  -0.587
C  3.47  -6.32  -0.53  -0.005
O  1.16  -6.13  -1.01  0.032
H  0.06  -4.76  0.34  0.058
H  0.72  -3.62  1.43  0.062
H  0.02  -5.15  2.09  0.104
H  2.68  -4.99  1.50  0.107
H  4.17  -6.09  0.34  0.087
H  3.91  -5.84  -1.44  0.089
H  3.43  -7.40  -0.58  0.069

| no. | strongest force on any atom (eV/Å) |
| --- | --- |
| 1 | 9.41 |
| 2 | 3.69 |